(1)
Density functional theory data (ωB97M-V with the def2-TZVPD basis set) for C50H29Cl4N4OsSe as an isolated structure.

Structure (XYZ):
```
89
Properties=species:S:1:pos:R:3:forces:R:3
Os 1.010380 0.603834 -0.277618 0.988 0.373 0.227
Cl -3.232691 6.678490 5.494907 0.001 -0.003 -0.001
C -2.510616 5.524339 4.426445 0.040 -0.021 -0.032
C -1.147856 5.584522 4.175620 0.048 0.037 0.031
C -0.573046 4.657404 3.318375 0.126 -0.050 -0.042
C -1.351576 3.673337 2.713775 0.094 0.049 0.021
C -2.715962 3.628910 2.978954 -0.077 -0.039 -0.023
C -3.301580 4.552252 3.834020 -0.064 -0.039 -0.011
C -0.722650 2.671475 1.796670 -0.151 0.553 -0.221
C -0.271806 1.487436 2.336332 0.286 -0.652 0.270
C -0.453103 1.084398 3.706331 -0.098 0.171 0.177
C -0.164005 -0.226871 3.772233 -0.114 -0.166 0.023
C 0.231017 -0.664546 2.444583 -0.045 0.593 0.355
C 0.565264 -1.959764 2.075260 -0.568 -0.324 0.161
C -0.104397 -3.130977 2.760029 0.158 0.255 -0.111
C 0.203881 -4.473402 2.509128 0.224 -0.107 -0.039
C -0.458232 -5.522802 3.123609 0.141 -0.060 -0.131
C -1.501561 -5.269967 3.991928 -0.038 -0.067 0.021
Cl -2.334018 -6.572640 4.760226 0.036 0.042 -0.017
C -1.912193 -3.967323 4.185582 -0.080 0.219 0.042
C -1.236245 -2.930886 3.562340 -0.214 0.170 0.101
C 1.445605 -2.146215 0.986144 0.875 0.009 -0.973
N 1.573320 -1.302301 -0.127063 -1.026 -0.181 0.198
C 2.534781 -1.848246 -0.978074 -0.043 -0.160 0.362
C 2.840392 -1.440114 -2.281907 0.232 -0.206 0.035
C 3.857070 -2.229876 -3.044423 -0.164 0.090 0.034
C 5.003158 -1.610197 -3.541588 0.001 0.055 0.044
C 5.955656 -2.334155 -4.242783 0.013 0.075 0.014
C 5.753245 -3.687886 -4.463288 0.032 0.062 -0.011
Cl 6.935232 -4.594390 -5.341145 -0.002 -0.004 0.000
C 4.614269 -4.320047 -3.995121 -0.143 -0.073 0.062
C 3.673232 -3.588708 -3.284184 -0.049 -0.093 -0.092
C 2.214388 -0.384814 -2.914495 -0.138 0.416 -0.214
C 2.228662 -0.108426 -4.330576 0.104 -0.131 -0.021
C 1.395372 0.930047 -4.543334 -0.145 0.128 -0.169
C 0.874615 1.338825 -3.262034 0.602 -0.360 0.131
N 1.393359 0.523495 -2.287074 -0.104 0.216 -0.444
C 0.025680 2.419141 -3.041148 -0.197 -0.017 -0.091
C -0.439995 2.790753 -1.795148 0.180 -0.136 0.481
C -1.186776 3.964989 -1.524946 -0.267 0.364 0.194
C -1.353549 4.064905 -0.175219 -0.055 0.329 -0.172
C -0.734198 2.943827 0.436973 0.101 -0.381 -0.548
N -0.171837 2.148624 -0.577276 -0.573 -0.179 -0.127
C -0.404922 3.235826 -4.219638 0.049 -0.023 0.018
C 0.454971 4.182869 -4.767368 0.082 -0.005 0.024
C 0.064843 4.947586 -5.856228 0.078 0.034 0.000
C -1.194312 4.757532 -6.402594 -0.017 -0.020 0.015
Cl -1.684717 5.705932 -7.763914 -0.004 0.003 -0.004
C -2.065594 3.818679 -5.873631 -0.042 -0.050 0.034
C -1.666306 3.062084 -4.780170 -0.080 -0.042 0.031
C 3.125376 -2.935539 -0.308091 0.340 -0.062 -0.047
C 2.458195 -3.129304 0.871253 -0.229 -0.121 0.147
N 0.265817 0.453249 1.625625 -0.028 -0.136 0.244
H -0.547581 6.351697 4.651210 -0.046 -0.075 -0.054
H 0.497045 4.692886 3.120810 -0.162 -0.006 0.028
H -3.329357 2.863430 2.511851 0.051 0.078 0.050
H -4.364358 4.521487 4.043741 0.092 -0.006 -0.026
H -0.777038 1.736760 4.506231 0.049 -0.093 -0.112
H -0.169560 -0.844084 4.655301 0.015 -0.011 -0.060
H 0.948469 -4.752036 1.789164 0.212 0.042 -0.079
H -0.175341 -6.544251 2.905799 0.011 0.044 -0.009
H -2.780743 -3.760779 4.797993 0.047 0.019 -0.037
H -1.665625 -1.948291 3.672420 0.035 0.005 0.005
H 5.159731 -0.552022 -3.363612 -0.004 -0.042 -0.009
H 6.853162 -1.857555 -4.617872 -0.076 -0.014 0.037
H 4.463879 -5.373994 -4.193715 -0.002 0.068 0.024
H 2.767960 -4.075085 -2.937570 0.070 -0.001 0.001
H 2.776709 -0.674025 -5.069907 -0.057 0.021 0.095
H 1.125980 1.375846 -5.491412 0.048 -0.026 0.150
H -1.532630 4.659865 -2.279472 0.070 -0.109 0.122
H -1.852963 4.857393 0.364765 0.053 -0.099 -0.060
H 1.440098 4.326104 -4.334645 -0.065 -0.002 -0.040
H 0.729161 5.688464 -6.283256 -0.028 -0.049 0.037
H -3.044805 3.684232 -6.316363 0.063 -0.003 0.042
H -2.344728 2.325667 -4.359730 0.057 0.064 -0.048
H 3.989624 -3.479778 -0.660156 -0.116 0.024 0.051
H 2.729421 -3.841873 1.630549 -0.077 -0.036 0.009
Se 2.994853 1.676823 0.102579 -0.389 0.005 -0.017
C 3.065147 2.261760 1.935456 0.114 -0.150 -0.155
C 3.364621 3.602665 2.149566 -0.059 -0.019 0.034
C 3.542702 4.057585 3.449749 -0.040 -0.007 0.040
C 3.417554 3.177671 4.516840 -0.028 -0.020 -0.011
C 3.117487 1.838480 4.287790 0.010 0.037 0.050
C 2.950709 1.370034 2.994447 0.056 0.113 0.051
H 3.458128 4.290638 1.316105 0.015 -0.067 0.021
H 3.783166 5.099205 3.624063 -0.010 -0.040 0.009
H 3.562627 3.532046 5.530033 -0.012 -0.012 -0.044
H 3.024165 1.151111 5.119725 0.013 0.034 -0.014
H 2.739487 0.323453 2.817907 0.016 -0.007 -0.039
```
Positions in Å, forces in eV/Å.

Values from the calculation:
- net charge = +1
- LUMO energy (eV) = -4.86
- gap between HOMO and LUMO (eV) = 5.19
- calculated total energy (eV) = -176180.8956
- spin multiplicity = 1
- largest force on an atom (eV/A) = 1.3
- ΔE to the lowest compared entry with this formula, charge and spin (eV) = 0.187

Here are the Mulliken charges for atoms 1 to 5, given in e: number 1, Os, carries 0.892; number 2, Cl, carries -0.195; number 3, C, carries 0.415; number 4, C, carries -0.957; number 5, C, carries 0.119

(2)
Density functional theory data (ωB97M-V with the def2-TZVPD basis set) for a 3-piece molecular cluster, C3H11NO3S overall.

Structure (XYZ):
```
19
Properties=species:S:1:pos:R:3:forces:R:3
C 0.091199 1.027370 -2.510429 0.096 0.155 -0.536
C 0.116522 0.538329 -1.093611 -0.854 0.167 1.709
S -0.060044 1.900591 0.190137 1.482 -0.972 -0.609
C -0.437619 -0.123356 -3.411637 -1.023 -0.135 -1.171
N -0.250309 0.110428 -4.725919 0.959 1.411 -1.017
O -1.145196 -1.014894 -3.008434 0.534 -0.098 0.918
H -0.655267 1.794768 -2.791365 0.416 0.059 0.769
H 1.108687 1.390500 -2.724127 -0.500 -0.123 -0.513
H -0.712352 -0.118832 -0.819378 -0.720 0.162 -0.407
H 0.939371 -0.113388 -0.866027 0.888 0.286 0.119
H 1.231083 1.864297 0.754390 -1.187 -0.015 -0.444
H 0.133640 0.993975 -5.030900 0.332 -0.039 0.449
H -0.659016 -0.323799 -5.542339 -0.425 -0.872 0.851
H -0.697056 -0.427556 4.101696 -0.496 -0.028 0.044
H 0.737193 -0.438627 4.519919 -0.164 0.470 -0.011
O 0.065474 0.147829 4.133121 0.635 -0.334 -0.150
H -0.596919 -2.492403 5.806170 0.472 -0.240 0.018
H 0.861087 -2.418505 6.431152 0.270 -0.305 -0.410
O -0.070485 -2.296721 6.587585 -0.716 0.448 0.390
```
Positions in Å, forces in eV/Å.

Values from the calculation:
- net charge = +1
- expectation value of S² = 0.75
- LUMO energy (spin up / spin down) (eV) = -4.13 / -9.03
- gap between HOMO and LUMO (spin up / spin down) (eV) = 9.68 / 4.78
- calculated total energy (eV) = -21748.0023
- spin multiplicity = 2
- largest force on an atom (eV/A) = 2.0
- ΔE to the lowest compared entry with this formula, charge and spin (eV) = 0.534

Here are the Mulliken charges for atoms 1 to 5, given in e: number 1, C, carries -0.547; number 2, C, carries -0.685; number 3, S, carries 0.230; number 4, C, carries 0.541; number 5, N, carries -0.372

(3)
Density functional theory data (ωB97M-V with the def2-TZVPD basis set) for a 4-piece molecular cluster, C15H42FN6O4 overall.

Structure (XYZ):
```
68
Properties=species:S:1:pos:R:3:forces:R:3
N -0.384211 1.954288 -2.552955 -3.784 1.106 -1.445
C -1.419812 2.814095 -3.035618 2.409 -1.324 0.562
N -1.374154 4.060898 -2.634256 -1.264 -0.179 -0.443
N -2.530746 2.414583 -3.887672 -0.942 1.166 1.577
F -2.102639 2.036386 -5.139556 0.798 -0.412 -0.051
C -3.401239 1.383319 -3.260001 0.169 -0.137 0.393
C -4.305232 2.139774 -2.188372 1.004 0.075 -0.616
O -5.345265 2.835556 -2.861602 0.059 -0.576 0.586
H -0.631516 1.798454 -1.556218 1.480 0.114 0.017
H -0.486569 1.040203 -3.020548 0.777 0.283 0.123
H -2.226251 4.622144 -2.731961 0.602 -0.118 -0.347
H -0.578810 4.493581 -2.166056 -0.132 -0.604 0.064
H -2.779448 0.553731 -2.793394 -0.786 0.775 -0.504
H -4.050183 0.978870 -4.088550 0.658 0.433 0.992
H -3.708872 2.887828 -1.575090 -0.315 -0.968 -0.552
H -4.664694 1.363968 -1.466964 -0.299 0.853 -0.800
H -4.991246 3.537420 -3.427062 0.101 -0.316 0.219
C 1.569351 -2.678546 -3.944257 0.168 -0.002 0.184
C 0.127158 -2.185966 -3.891472 0.255 -0.242 -0.213
C -0.835841 -3.004200 -4.771496 -0.257 0.237 -0.020
O -0.754899 -2.702839 -6.156140 0.055 -0.216 0.341
C 0.280180 -3.383009 -6.850815 -0.028 0.206 -0.271
N 0.097615 -0.758625 -4.241948 -0.339 0.218 0.141
H 2.068002 -2.413444 -4.877408 -0.100 -0.009 0.001
H 2.152123 -2.232903 -3.134663 -0.062 0.008 -0.066
H 1.616117 -3.763329 -3.827353 -0.018 0.048 -0.035
H -0.210548 -2.290973 -2.854614 -0.100 0.014 -0.057
H -1.859098 -2.747803 -4.477691 0.002 0.027 -0.078
H -0.722742 -4.080293 -4.599579 0.148 0.006 -0.001
H 0.438689 -4.393360 -6.464957 0.018 0.045 0.076
H 1.208422 -2.809928 -6.807263 0.114 -0.170 0.020
H -0.012330 -3.456287 -7.899112 -0.077 0.016 0.091
H -0.855895 -0.418398 -4.122986 -0.131 -0.309 -0.263
H 0.250379 -0.690704 -5.247496 0.074 0.067 0.093
C 1.768995 2.970252 0.668165 -0.048 0.152 -0.041
C 0.981847 1.719321 1.047310 0.419 0.117 0.061
C 1.639432 0.894961 2.168323 -0.221 -0.331 -0.007
O 2.740251 0.106319 1.738815 -0.136 0.338 0.144
C 3.976744 0.800200 1.675121 0.105 -0.274 -0.172
N 0.761521 0.909111 -0.160900 -0.431 -0.272 0.290
H 2.662885 2.741914 0.086305 -0.040 -0.057 0.053
H 1.153004 3.636444 0.056514 0.022 -0.029 0.016
H 2.072544 3.525615 1.557898 -0.012 -0.028 -0.050
H 0.006821 2.053214 1.418297 0.015 -0.143 0.075
H 0.897430 0.182120 2.539581 0.061 0.009 0.006
H 1.919084 1.523997 3.020419 0.027 0.085 -0.066
H 4.070086 1.546784 2.468369 -0.070 0.036 -0.035
H 4.101039 1.268387 0.696241 0.102 0.168 0.072
H 4.777591 0.069099 1.793887 -0.105 -0.011 0.031
H 0.163654 0.120892 0.083030 0.095 -0.012 0.113
H 1.650604 0.469988 -0.397834 -0.061 0.124 -0.131
C 1.518058 -1.270478 5.486862 0.234 0.029 -0.118
C 0.816142 -0.263194 6.391290 -0.148 -0.366 -0.100
C 0.324366 -0.867935 7.720104 -0.150 0.308 0.078
O -0.865452 -1.636179 7.605622 0.387 -0.048 0.068
C -0.664214 -2.979053 7.197526 -0.343 0.046 -0.043
N -0.280642 0.364839 5.642511 -0.067 0.085 0.140
H 0.821688 -1.960309 5.007245 -0.036 0.038 0.086
H 2.053067 -0.751623 4.687327 -0.056 -0.020 0.043
H 2.249350 -1.858043 6.046957 -0.048 -0.001 -0.021
H 1.548567 0.512377 6.638614 -0.094 0.011 0.085
H 0.072936 -0.041440 8.391708 -0.077 -0.044 -0.035
H 1.113121 -1.444613 8.217016 0.029 -0.093 -0.109
H 0.262271 -3.396644 7.600775 0.043 0.055 -0.054
H -0.670299 -3.050936 6.107717 0.158 -0.149 -0.013
H -1.500822 -3.571644 7.571128 0.031 0.093 0.046
H -0.690981 1.097013 6.217619 0.068 0.045 -0.084
H -1.026485 -0.325248 5.565560 0.094 0.023 -0.044
```
Positions in Å, forces in eV/Å.

Values from the calculation:
- net charge = +1
- LUMO energy (eV) = -4.56
- gap between HOMO and LUMO (eV) = 6.38
- calculated total energy (eV) = -36073.3631
- spin multiplicity = 1
- largest force on an atom (eV/A) = 4.2

Here are the Mulliken charges for atoms 1 to 5, given in e: number 1, N, carries -0.271; number 2, C, carries 0.389; number 3, N, carries -0.156; number 4, N, carries 0.073; number 5, F, carries -0.183